The following is a quantum chemistry calculation of one molecule with the formula C21H17ClN4O2S, from OMol25.

The geometry in XYZ format:
```
46
Properties=species:S:1:pos:R:3:forces:R:3:mulliken_charge:R:1
O -1.967 -0.521 2.370 -0.038 0.266 0.117 -0.6141
C -1.364 -1.034 1.450 0.092 -0.201 0.205 0.6796
C 0.009 -0.587 1.090 0.450 0.278 0.017 0.4338
C 1.183 -1.260 1.198 -0.398 0.036 0.010 -1.6365
C 2.301 -0.456 0.860 -0.023 0.520 -0.138 0.7145
C 3.678 -0.833 0.850 -0.293 -0.183 0.045 0.0912
O 4.156 -1.918 1.110 0.029 -0.066 0.040 -0.6749
N 4.543 0.250 0.468 -0.327 0.410 -0.084 0.0268
C 5.882 -0.001 0.449 0.927 -0.150 -0.027 -0.4098
C 6.786 0.945 0.103 -0.195 -0.336 0.114 -0.5625
C 6.331 2.238 -0.251 -0.450 0.130 -0.011 -0.1887
C 4.999 2.503 -0.236 0.587 0.056 -0.061 -0.6619
C 4.055 1.506 0.130 -0.307 -0.079 0.039 0.6488
N 2.780 1.805 0.135 -0.091 0.607 -0.167 -0.6421
C 1.933 0.844 0.502 0.131 -0.628 0.182 0.6760
S 0.219 1.073 0.587 0.306 -0.279 0.117 -0.1875
N -1.872 -2.061 0.718 -0.067 -0.260 0.070 0.0589
C -3.286 -2.356 0.845 -0.182 0.040 0.260 -0.9428
C -3.987 -1.942 -0.474 -0.006 0.001 -0.003 -0.8426
N -3.181 -1.002 -1.220 -0.147 -0.175 -0.118 -0.0299
C -3.170 0.345 -0.875 -0.107 0.362 -0.078 0.9428
C -2.476 1.264 -1.672 0.059 -0.008 -0.067 -0.5809
C -2.469 2.609 -1.367 -0.029 -0.064 0.030 -0.6576
C -3.167 3.097 -0.276 -0.063 0.052 0.110 -0.6475
C -3.882 2.196 0.492 0.162 0.035 -0.240 -0.0342
Cl -4.785 2.765 1.851 -0.121 0.080 0.199 -0.2457
C -3.893 0.843 0.211 -0.011 -0.085 -0.016 -0.2279
C -1.961 -1.630 -1.684 0.124 -0.151 -0.148 -0.9093
C -1.340 -2.495 -0.551 0.125 0.021 -0.293 -0.6577
H 1.274 -2.282 1.520 -0.054 -0.207 0.058 0.5841
H 6.144 -1.011 0.731 -0.046 0.063 -0.017 0.4374
H 7.838 0.713 0.100 0.065 -0.107 0.028 0.4131
H 7.044 2.999 -0.528 0.026 0.114 -0.035 0.4124
H 4.593 3.466 -0.493 -0.050 0.072 -0.018 0.4714
H -3.655 -1.791 1.702 0.001 -0.132 -0.112 0.4626
H -3.420 -3.425 1.039 -0.042 0.055 -0.004 0.3937
H -4.121 -2.819 -1.116 -0.064 0.056 0.046 0.3896
H -4.971 -1.516 -0.283 -0.007 -0.090 -0.004 0.4371
H -1.951 0.930 -2.554 0.026 -0.053 -0.062 0.4713
H -1.916 3.291 -1.994 0.049 0.064 -0.069 0.4040
H -3.163 4.146 -0.031 -0.029 0.099 0.048 0.4406
H -4.452 0.195 0.865 -0.015 -0.095 0.085 0.3202
H -2.185 -2.259 -2.553 0.118 0.050 0.006 0.3434
H -1.248 -0.865 -1.984 -0.036 -0.062 -0.006 0.3862
H -0.255 -2.412 -0.559 -0.139 -0.097 -0.051 0.3693
H -1.609 -3.548 -0.675 0.062 0.041 0.001 0.3448
```
Forces are in eV/Å.

Computed properties:
SMILES = O=C(c1cc2c(=O)n3ccccc3nc2s1)N1CCN(c2cccc(Cl)c2)CC1
Energy above the lowest of the compared OMol25 structures with the same formula, charge and spin = 24.5 kcal per mole
Energy = -2038.37273 Eh
HOMO-LUMO gap = 7.68 eV

=====

The following is a quantum chemistry calculation of an isolated ion of composition C3H9ClN3 and charge +1 in a non-equilibrium geometry, from OMol25.

The geometry in XYZ format:
```
16
Properties=species:S:1:pos:R:3:forces:R:3:mulliken_charge:R:1
H 2.836 -0.300 1.259 2.719 -0.220 -0.172 0.2636
N 1.879 -0.358 1.366 -2.229 -0.419 -0.039 -0.4651
C 1.219 -0.786 0.405 -3.075 2.598 0.456 0.4029
Cl 1.725 -1.212 -1.167 1.247 -0.882 -1.121 -0.2288
C -0.426 -0.497 0.428 2.700 -0.956 1.426 -0.2415
N -0.811 -0.550 1.841 -0.277 -0.505 -1.913 -0.6876
C -0.834 0.786 -0.285 -1.153 0.823 1.156 -0.5967
N -0.572 0.643 -1.788 -0.667 -1.249 -0.101 -0.1392
H -0.856 -1.318 -0.051 -0.821 -1.415 -1.081 0.4655
H -0.050 -1.066 2.256 -0.208 -0.486 0.588 0.3420
H -0.577 0.354 2.107 0.084 2.181 1.555 0.2785
H -0.250 1.676 0.097 -0.650 -0.947 -0.585 0.3528
H -1.965 0.951 -0.034 2.071 -0.159 -0.874 0.3155
H 0.183 -0.076 -1.875 -0.473 0.051 -0.042 0.1329
H -0.111 1.456 -2.173 -0.503 0.656 -0.328 0.3841
H -1.391 0.299 -2.383 1.236 0.930 1.076 0.4211
```
Forces are in eV/Å.

Computed properties:
Charge = +1
SMILES = [H]/N=C(\Cl)[C@@H](N)C[NH3+]
Energy above the lowest of the compared OMol25 structures with the same formula, charge and spin = 42.3 kcal per mole
Energy = -743.86827 Eh
HOMO-LUMO gap = 10.16 eV

=====

The following is a quantum chemistry calculation of C56H46ClN6OP3RuSe2 as an isolated structure in a non-equilibrium geometry, from OMol25.

The geometry in XYZ format:
```
116
Properties=species:S:1:pos:R:3:forces:R:3:mulliken_charge:R:1
Ru -0.008 -0.549 -0.054 0.762 -0.368 -0.326 1.9789
N 1.140 -1.274 3.256 -0.102 -0.001 0.014 0.2962
C 2.050 -0.612 2.558 0.055 0.105 0.021 -0.6635
N 3.201 -0.372 3.195 -0.106 0.025 -0.109 -0.8538
C 4.073 0.391 2.558 0.145 0.051 0.149 -0.0294
N 5.230 0.678 3.173 -0.027 -0.038 -0.058 -0.3394
N 3.899 0.893 1.323 -0.014 -0.075 0.014 -0.6204
C 2.789 0.518 0.743 0.104 0.136 -0.023 -0.3981
N 1.812 -0.240 1.254 -0.349 -0.029 0.382 1.5484
C 2.614 0.950 -0.649 -0.057 0.133 0.010 -0.2919
C 3.564 1.759 -1.252 0.042 0.072 0.013 -0.7204
C 3.376 2.148 -2.560 0.068 0.065 -0.031 -1.0717
C 2.250 1.696 -3.225 -0.050 -0.055 -0.014 -1.0643
C 1.348 0.901 -2.548 0.274 -0.006 0.100 -1.3629
N 1.514 0.530 -1.269 -0.213 -0.493 -0.654 2.8802
H 1.337 -1.386 4.236 0.070 -0.046 -0.021 0.3288
H 0.175 -1.254 2.947 0.048 -0.027 0.011 -0.1772
H 5.365 0.381 4.122 -0.011 0.038 0.021 0.2689
H 5.849 1.350 2.757 0.004 -0.015 0.000 0.2492
H 4.423 2.062 -0.673 -0.039 0.017 0.017 0.6685
H 4.091 2.796 -3.049 0.004 -0.020 -0.012 0.5703
H 2.052 1.963 -4.254 -0.013 -0.004 0.002 0.5883
H 0.452 0.573 -3.034 -0.180 -0.038 -0.054 -0.0248
Se 0.753 2.828 2.051 0.022 -0.030 0.132 -0.3043
P -0.672 3.173 0.545 0.218 0.108 -0.188 0.0139
Se -1.173 1.515 -0.894 -0.315 0.030 0.521 -0.6442
C -2.258 3.802 1.172 -0.109 -0.052 0.048 1.0546
C -3.405 3.770 0.381 0.030 0.081 -0.032 -0.5005
C -4.590 4.316 0.848 0.018 -0.018 0.006 -0.7563
C -4.637 4.895 2.110 -0.011 -0.006 -0.019 -0.5454
C -3.497 4.931 2.897 0.023 0.015 0.019 -0.6612
C -2.308 4.386 2.432 -0.031 -0.082 0.016 -0.5483
C -0.084 4.533 -0.525 -0.053 -0.019 -0.159 0.9252
C 0.279 5.724 0.106 -0.047 -0.035 0.019 -0.7089
C 0.743 6.793 -0.638 0.015 0.028 -0.010 -0.6717
C 0.857 6.688 -2.020 -0.008 -0.014 0.012 -0.5238
C 0.500 5.509 -2.652 -0.006 -0.022 0.036 -0.9389
C 0.027 4.433 -1.906 -0.014 0.042 -0.023 -0.1638
H -3.371 3.329 -0.608 -0.002 -0.027 -0.023 0.4289
H -5.477 4.291 0.227 0.011 0.007 -0.003 0.4570
H -5.563 5.319 2.476 0.002 0.002 -0.001 0.4046
H -3.531 5.385 3.879 0.003 -0.010 0.004 0.4141
H -1.417 4.396 3.048 -0.009 -0.004 0.015 0.3460
H 0.206 5.804 1.183 0.014 0.001 -0.001 0.4459
H 1.021 7.713 -0.140 -0.004 0.002 0.001 0.4084
H 1.220 7.527 -2.599 0.007 0.000 0.000 0.4030
H 0.581 5.422 -3.728 -0.007 -0.005 -0.005 0.4434
H -0.256 3.517 -2.408 0.023 0.014 0.005 0.2433
O -0.728 -3.770 -1.960 0.030 0.176 -0.130 0.1550
C -2.031 -4.159 -2.026 0.083 -0.071 -0.011 0.7277
C -2.503 -5.406 -2.408 -0.076 -0.015 0.002 -1.3028
C -3.875 -5.593 -2.496 0.023 -0.012 -0.002 -0.7333
C -4.753 -4.563 -2.192 0.031 0.033 0.010 -1.1029
C -4.258 -3.356 -1.725 0.018 -0.104 0.045 -0.2667
C -2.884 -3.151 -1.616 -0.128 -0.053 0.481 0.1334
P -2.236 -1.525 -1.020 0.018 1.055 -0.918 2.1310
C -3.605 -1.071 0.085 -0.014 -0.166 0.112 0.2806
C -3.925 -2.030 1.049 -0.062 0.008 0.036 -0.2550
C -4.825 -1.745 2.059 0.023 -0.031 -0.033 -0.8482
C -5.416 -0.491 2.121 -0.007 0.056 0.018 -0.7814
C -5.116 0.461 1.161 0.028 -0.027 -0.030 -0.9418
C -4.215 0.176 0.142 -0.052 -0.059 -0.004 -0.3358
C -2.500 -0.730 -2.653 -0.241 0.052 0.127 1.5755
C -1.433 -0.743 -3.538 0.082 -0.112 -0.113 -1.1397
C -1.582 -0.278 -4.837 0.011 -0.016 -0.020 -0.4384
C -2.806 0.220 -5.256 -0.017 0.008 0.011 -0.8437
C -3.882 0.228 -4.378 0.031 -0.043 0.011 -0.9118
C -3.737 -0.265 -3.090 0.000 0.113 0.034 -1.0184
C 0.370 -4.459 -2.374 -0.173 -0.084 0.124 0.0113
C 0.415 -5.382 -3.409 0.090 0.005 -0.052 -0.9392
C 1.611 -6.044 -3.645 -0.007 0.003 -0.014 -0.8252
C 2.734 -5.780 -2.873 -0.022 0.029 0.015 -0.9541
C 2.688 -4.780 -1.916 -0.019 -0.033 -0.057 -0.0570
C 1.502 -4.089 -1.673 0.259 0.214 -0.118 0.3411
P 1.459 -2.657 -0.506 0.228 -0.160 0.215 1.7710
C 1.355 -3.569 1.067 0.085 -0.088 -0.004 1.5834
C 2.421 -4.252 1.653 -0.088 -0.005 0.005 -0.6695
C 2.226 -4.979 2.816 -0.014 -0.005 -0.010 -0.8345
C 0.963 -5.063 3.387 0.013 -0.002 0.013 -0.7650
C -0.111 -4.429 2.781 -0.010 -0.007 -0.045 -1.0253
C 0.086 -3.683 1.629 -0.055 -0.045 0.002 -0.5325
C 3.171 -2.108 -0.851 -0.023 0.036 0.141 0.6735
C 4.206 -2.021 0.071 0.023 0.034 -0.019 -0.7498
C 5.467 -1.587 -0.325 -0.024 -0.036 0.000 -0.6983
C 5.701 -1.230 -1.641 -0.013 0.028 -0.022 -0.9518
C 4.669 -1.306 -2.571 0.018 -0.031 0.022 -0.7758
C 3.417 -1.740 -2.177 0.015 -0.052 -0.018 -0.4709
H -1.833 -6.226 -2.612 0.027 0.024 -0.047 0.7545
H -4.255 -6.556 -2.810 -0.004 -0.002 0.012 0.4177
H -5.820 -4.705 -2.292 -0.004 -0.010 0.021 0.4740
H -4.944 -2.577 -1.424 -0.018 -0.007 -0.030 0.4463
H -3.463 -3.011 1.014 0.016 0.007 0.018 0.4000
H -5.061 -2.498 2.800 0.004 0.000 0.005 0.4592
H -6.105 -0.255 2.922 -0.019 -0.001 -0.018 0.4129
H -5.568 1.441 1.207 -0.032 0.051 -0.004 0.4839
H -3.984 0.932 -0.591 0.062 0.061 0.012 0.2053
H -0.483 -1.151 -3.210 0.004 -0.070 -0.025 0.5831
H -0.745 -0.310 -5.525 -0.001 0.001 0.014 0.5343
H -2.928 0.585 -6.267 0.007 0.022 0.006 0.4383
H -4.842 0.610 -4.701 -0.008 -0.015 -0.002 0.4834
H -4.590 -0.279 -2.425 0.001 0.006 -0.023 0.3884
H -0.442 -5.561 -4.039 -0.043 -0.033 0.052 0.7376
H 1.660 -6.772 -4.444 0.005 -0.007 0.007 0.4458
H 3.653 -6.324 -3.041 0.006 0.008 -0.011 0.4700
H 3.585 -4.529 -1.365 0.009 -0.004 -0.023 0.4204
H 3.402 -4.235 1.203 0.041 -0.014 -0.030 0.3720
H 3.060 -5.498 3.269 0.006 0.015 0.008 0.4633
H 0.816 -5.631 4.296 -0.004 -0.013 -0.008 0.4154
H -1.103 -4.510 3.206 -0.003 0.009 0.005 0.5092
H -0.759 -3.181 1.170 0.025 0.023 0.012 0.1930
H 4.041 -2.272 1.109 -0.016 0.021 0.057 0.3036
H 6.265 -1.534 0.405 -0.012 0.029 0.013 0.4781
H 6.682 -0.887 -1.945 0.007 -0.030 -0.009 0.4274
H 4.846 -1.039 -3.605 -0.013 0.039 0.005 0.4892
H 2.622 -1.805 -2.912 0.006 -0.028 -0.012 0.4341
Cl -1.299 -0.358 1.804 -0.300 -0.108 0.369 -0.6356
```
Forces are in eV/Å.

Computed properties:
Charge = +1
<S²> = 0.76
Energy above the lowest of the compared OMol25 structures with the same formula, charge and spin = 17.5 kcal per mole
Energy = -8947.36933 Eh
HOMO-LUMO gap (alpha / beta) = 6.47 / 6.24 eV
Multiplicity = 2